## i
Formula: C4H7N3
Source: the Open Molecules 2025 dataset
Level of theory: the ωB97M-V functional and the def2-TZVPD basis

Structure (ORCA input):
```
! RIJCOSX wB97M-V def2-TZVPD def2/J DEFGRID3
* xyz 0 1
C 0.983 -1.771 1.003
C 0.727 -0.440 0.408
N -0.471 -0.028 0.006
C -0.643 1.233 -0.566
N 0.240 2.154 -0.562
C -1.881 1.429 -1.287
N -2.780 1.771 -1.927
H 0.281 -2.514 0.642
H 0.904 -1.644 2.095
H 1.998 -2.114 0.778
H -0.055 -1.760 -1.516
H 1.472 0.344 0.603
H -0.960 -0.872 -0.423
H -0.107 2.953 -1.101
*
```

HOMO-LUMO gap (spin up / spin down), eV: 10.27 / 5.35
Highest occupied orbital energy (spin up / spin down), eV: -10.4 / -7.0

Want to see where the charge sits? The Mulliken charges in e are:
1. C -0.991
2. C -0.237
3. N -0.306
4. C 0.606
5. N -0.654
6. C 0.113
7. N -0.379
8. H 0.358
9. H 0.285
10. H 0.296
11. H 0.016
12. H 0.385
13. H 0.257
14. H 0.251


## ii
Formula: C4H7N3
Source: the Open Molecules 2025 dataset
Level of theory: the ωB97M-V functional and the def2-TZVPD basis

Structure (ORCA input):
```
! RIJCOSX wB97M-V def2-TZVPD def2/J DEFGRID3
* xyz 0 1
H 2.172 1.289 -0.021
N 2.582 0.339 0.020
C 1.676 -0.542 0.025
N 0.312 -0.296 -0.099
C -0.253 1.073 0.032
C -1.755 0.858 -0.035
C -1.788 -0.653 0.075
N -0.660 -1.263 -0.022
H 1.915 -1.595 0.041
H 0.229 1.623 -0.828
H 0.111 1.550 0.996
H -2.295 1.191 -0.947
H -2.365 1.333 0.784
H -2.689 -1.263 0.103
*
```

HOMO-LUMO gap, eV: 9.28
Structure (SMILES): [H]/N=C\N1CCC=N1
Highest occupied orbital energy, eV: -8.5

Want to see where the charge sits? The Mulliken charges in e are:
1. H 0.236
2. N -0.705
3. C 0.179
4. N 0.492
5. C -0.754
6. C -0.395
7. C -0.214
8. N -0.790
9. H 0.388
10. H 0.364
11. H 0.275
12. H 0.251
13. H 0.261
14. H 0.413


## iii
Formula: C4H7N3
Source: the Open Molecules 2025 dataset
Level of theory: the ωB97M-V functional and the def2-TZVPD basis

Structure (ORCA input):
```
! RIJCOSX wB97M-V def2-TZVPD def2/J DEFGRID3
* xyz 0 1
C -1.908 0.733 0.071
C -1.086 -0.549 -0.095
C 0.366 -0.373 0.223
C 1.440 -0.211 -0.653
N 2.589 -0.019 -0.064
N 2.032 -0.090 1.702
N 0.863 -0.274 1.477
H -2.960 0.561 -0.180
H -1.858 1.093 1.105
H -1.525 1.529 -0.578
H -1.510 -1.346 0.525
H -1.155 -0.899 -1.133
H 1.309 -0.249 -1.731
H 3.403 0.096 -0.671
*
```

HOMO-LUMO gap, eV: 9.43
Highest occupied orbital energy, eV: -8.5

Want to see where the charge sits? The Mulliken charges in e are:
1. C -1.092
2. C -0.490
3. C 0.086
4. C 0.109
5. N -0.368
6. N -0.456
7. N 0.137
8. H 0.320
9. H 0.318
10. H 0.318
11. H 0.268
12. H 0.279
13. H 0.362
14. H 0.210


## iv
Formula: C4H7N3
Source: the Open Molecules 2025 dataset
Level of theory: the ωB97M-V functional and the def2-TZVPD basis

Structure (ORCA input):
```
! RIJCOSX wB97M-V def2-TZVPD def2/J DEFGRID3
* xyz 0 1
C -1.948 0.798 -0.030
C -0.736 1.422 -0.022
C 0.108 -1.978 -0.042
C 1.566 0.359 0.035
N -1.897 -0.553 0.068
N 0.168 0.359 -0.005
N -0.562 -0.824 0.013
H -3.257 1.749 -0.425
H -0.292 2.353 0.096
H 1.073 -2.094 -0.356
H -0.396 -2.789 0.417
H 2.060 -0.428 0.670
H 2.117 0.415 -0.856
H 1.996 1.210 0.436
*
```

HOMO-LUMO gap (spin up / spin down), eV: 7.34 / 7.34
Highest occupied orbital energy (spin up / spin down), eV: -6.7 / -6.7

Want to see where the charge sits? The Mulliken charges in e are:
1. C -0.236
2. C -0.232
3. C -0.538
4. C -1.065
5. N -0.958
6. N 0.064
7. N 0.610
8. H 0.231
9. H 0.381
10. H 0.387
11. H 0.218
12. H 0.371
13. H 0.395
14. H 0.370


Stability verdict: ii, ahead by 0.606 eV


## i
Formula: C4H7N3
Source: the Open Molecules 2025 dataset
Level of theory: the ωB97M-V functional and the def2-TZVPD basis

Structure (ORCA input):
```
! RIJCOSX wB97M-V def2-TZVPD def2/J DEFGRID3
* xyz 0 1
C 1.341 -1.037 0.067
C 0.008 -1.459 -0.010
C 0.784 1.247 -0.271
C -0.510 0.922 0.534
N 1.711 0.213 -0.045
N -2.266 -0.355 -0.133
N -1.021 -0.250 0.031
H 2.119 -1.711 0.295
H -0.268 -2.440 -0.367
H 0.489 1.293 -1.370
H 1.238 2.235 -0.004
H 0.136 0.738 1.456
H -1.141 1.814 0.485
H -2.620 -1.211 -0.668
*
```

HOMO-LUMO gap (spin up / spin down), eV: 7.75 / 6.99
Highest occupied orbital energy (spin up / spin down), eV: -7.8 / -7.5

Want to see where the charge sits? The Mulliken charges in e are:
1. C -0.227
2. C -0.349
3. C -0.439
4. C -0.559
5. N -0.644
6. N -1.068
7. N 0.881
8. H 0.454
9. H 0.346
10. H 0.309
11. H 0.330
12. H 0.282
13. H 0.427
14. H 0.256


## ii
Formula: C4H7N3
Source: the Open Molecules 2025 dataset
Level of theory: the ωB97M-V functional and the def2-TZVPD basis

Structure (ORCA input):
```
! RIJCOSX wB97M-V def2-TZVPD def2/J DEFGRID3
* xyz 0 1
H 2.646 -1.471 1.002
N 1.663 -1.202 0.951
C 1.514 -0.125 0.284
C 2.634 0.591 -0.324
N 3.542 1.102 -0.826
N 0.300 0.500 0.046
C -0.875 -0.320 -0.077
C -2.252 0.259 0.129
H 0.266 0.994 -0.836
H -0.880 -0.250 -1.399
H -0.728 -1.153 0.672
H -2.378 1.060 -0.598
H -2.537 0.581 1.135
H -2.914 -0.567 -0.160
*
```

HOMO-LUMO gap, eV: 10.05
Structure (SMILES): [H]/N=C(\C#N)NCC
Highest occupied orbital energy, eV: -9.7

Want to see where the charge sits? The Mulliken charges in e are:
1. H 0.249
2. N -0.665
3. C 0.668
4. C 0.105
5. N -0.376
6. N -0.339
7. C -0.343
8. C -1.128
9. H 0.330
10. H 0.191
11. H 0.342
12. H 0.289
13. H 0.337
14. H 0.341


Stability verdict: ii, ahead by 2.154 eV